191
Properties=species:S:1:pos:R:3:lowdin_charge:R:1 method="wB97M-V/def2-TZVPD" homo_ev=-8.4 energy_ha=-8587.63974 orbital_gap_ev=7.96 spin_multiplicity=1 total_charge=0
C -2.991 8.856 1.980 -0.122
N -2.344 8.135 3.082 -0.305
C -3.046 8.057 4.379 -0.102
P -1.394 6.756 2.764 0.538
O -0.660 6.387 3.999 -0.291
N -2.410 5.527 2.240 -0.287
C -3.015 4.632 3.206 -0.105
C -3.071 5.594 0.951 -0.136
N -0.397 7.217 1.504 -0.297
C 0.246 8.527 1.525 -0.098
C 0.226 6.234 0.601 -0.111
H -2.831 8.368 1.022 0.065
H -2.657 9.895 1.957 0.075
H -4.064 8.897 2.189 0.079
H -2.311 7.906 5.164 0.075
H -3.776 7.246 4.391 0.062
H -3.572 8.996 4.548 0.081
H -3.561 5.172 3.984 0.066
H -3.693 3.968 2.673 0.083
H -2.295 4.034 3.768 0.069
H -3.998 6.180 1.007 0.084
H -2.457 5.999 0.149 0.057
H -3.402 4.611 0.604 0.077
H 1.188 8.521 2.082 0.088
H 0.495 8.852 0.515 0.083
H -0.430 9.225 2.015 0.061
H 0.960 5.679 1.193 0.039
H 0.696 6.761 -0.225 0.085
H -0.484 5.480 0.268 0.051
C -1.666 2.910 -2.617 -0.103
N -2.653 3.539 -3.486 -0.286
C -2.845 4.957 -3.221 -0.115
P -3.610 2.773 -4.647 0.525
O -4.402 3.699 -5.472 -0.274
N -2.430 1.886 -5.497 -0.299
C -2.855 0.638 -6.146 -0.107
C -1.438 2.602 -6.276 -0.116
N -4.517 1.643 -3.862 -0.313
C -5.930 1.925 -3.621 -0.098
C -3.944 0.558 -3.079 -0.133
H -1.047 3.596 -2.031 0.079
H -0.926 2.434 -3.265 0.065
H -2.080 2.271 -1.833 0.066
H -3.058 5.119 -2.160 0.061
H -3.691 5.380 -3.762 0.071
H -1.959 5.534 -3.505 0.084
H -2.024 0.018 -6.475 0.076
H -3.492 0.014 -5.518 0.054
H -3.530 0.910 -6.967 0.090
H -0.792 1.912 -6.816 0.060
H -1.959 3.190 -7.043 0.086
H -0.842 3.304 -5.692 0.082
H -6.373 2.246 -4.564 0.075
H -6.496 1.119 -3.160 0.080
H -6.026 2.791 -2.953 0.081
H -4.514 -0.349 -3.301 0.073
H -3.990 0.788 -2.013 0.079
H -2.947 0.442 -3.504 0.068
C 4.800 0.215 -6.247 -0.131
N 4.329 -1.168 -6.259 -0.307
C 5.218 -2.179 -6.831 -0.108
P 3.011 -1.687 -5.326 0.523
O 2.260 -2.754 -6.018 -0.287
N 3.689 -2.145 -3.854 -0.300
C 3.204 -3.286 -3.081 -0.098
C 4.558 -1.242 -3.112 -0.096
N 2.205 -0.254 -5.016 -0.290
C 1.383 -0.140 -3.811 -0.103
C 1.487 0.239 -6.183 -0.128
H 5.880 0.273 -6.406 0.079
H 4.481 0.751 -5.359 0.068
H 4.430 0.746 -7.133 0.072
H 6.017 -2.404 -6.122 0.076
H 5.654 -1.807 -7.761 0.079
H 4.677 -3.069 -7.145 0.075
H 2.589 -3.920 -3.716 0.077
H 3.992 -3.800 -2.532 0.065
H 2.570 -2.789 -2.331 0.062
H 4.978 -1.717 -2.226 0.080
H 5.392 -0.936 -3.746 0.075
H 4.010 -0.365 -2.753 0.065
H 0.727 -1.013 -3.707 0.087
H 1.961 -0.118 -2.886 0.053
H 0.794 0.774 -3.766 0.073
H 0.569 -0.346 -6.335 0.079
H 2.079 0.200 -7.096 0.079
H 1.122 1.266 -6.102 0.066
C 0.935 -2.234 0.621 -0.101
N 1.078 -0.872 1.098 -0.270
C 2.355 -0.503 1.735 -0.121
P 0.118 0.388 0.516 0.536
O 0.671 1.043 -0.698 -0.285
N -1.397 -0.269 0.259 -0.286
C -1.726 -0.879 -1.034 -0.104
C -2.283 -0.628 1.375 -0.077
N 0.059 1.373 1.859 -0.273
C -0.297 2.764 1.570 -0.116
C -0.275 0.987 3.235 -0.112
H -0.021 -2.521 0.185 0.059
H 1.318 -2.911 1.383 0.053
H 1.556 -2.361 -0.280 0.066
H 2.244 0.212 2.546 0.054
H 2.958 -0.017 0.963 0.069
H 2.819 -1.432 2.054 0.043
H -1.044 -0.496 -1.791 0.071
H -1.606 -1.966 -1.004 0.060
H -2.757 -0.651 -1.286 0.044
H -3.261 -0.830 0.946 0.088
H -1.827 -1.327 2.078 0.077
H -2.422 0.300 1.937 0.059
H -1.217 2.863 0.992 0.080
H -0.193 3.375 2.466 0.071
H 0.486 3.210 0.953 0.020
H 0.453 1.409 3.926 0.012
H -0.083 -0.078 3.402 0.063
H -1.314 1.195 3.476 0.082
C -0.474 -8.369 3.068 -0.116
N -0.546 -7.130 3.801 -0.298
C 0.594 -6.805 4.678 -0.080
P -1.614 -5.941 3.307 0.511
O -1.543 -4.713 4.119 -0.271
N -1.373 -5.714 1.677 -0.287
C 0.034 -5.589 1.243 -0.093
C -2.349 -4.853 0.969 -0.092
N -3.107 -6.699 3.400 -0.311
C -3.776 -6.842 4.683 -0.109
C -3.753 -7.506 2.352 -0.118
H 0.311 -8.366 2.298 0.070
H -1.422 -8.615 2.600 0.064
H -0.149 -9.178 3.729 0.087
H 0.355 -5.839 5.121 0.053
H 1.500 -6.739 4.073 0.079
H 0.667 -7.511 5.504 0.084
H 0.126 -5.200 0.234 0.087
H 0.663 -5.109 1.996 0.056
H 0.415 -6.614 1.199 0.059
H -2.210 -3.816 1.280 0.071
H -2.253 -5.022 -0.101 0.070
H -3.357 -5.180 1.221 0.065
H -3.175 -6.366 5.458 0.077
H -4.810 -6.502 4.668 0.084
H -3.727 -7.899 4.978 0.082
H -3.312 -7.313 1.379 0.069
H -4.823 -7.283 2.322 0.082
H -3.698 -8.545 2.690 0.075
C -4.983 -3.465 -3.615 0.058
N -4.121 -3.993 -2.514 -0.436
O -4.618 -4.473 -1.517 0.063
O -2.929 -3.756 -2.603 0.046
H -5.109 -4.280 -4.328 0.103
H -4.402 -2.658 -4.042 0.083
H -5.964 -3.297 -3.183 0.100
C 4.402 -5.585 0.097 0.043
N 3.845 -4.483 0.898 -0.421
O 3.830 -3.393 0.346 0.036
O 3.358 -4.729 1.974 0.064
H 4.812 -6.340 0.769 0.098
H 5.285 -5.228 -0.427 0.100
H 3.629 -6.047 -0.508 0.108
Cl 2.613 -3.334 5.383 0.535
C 1.177 -2.564 4.606 -0.648
C -0.029 -2.506 5.498 -0.669
Cl 0.299 -1.552 6.975 0.543
H 0.952 -3.239 3.777 0.046
H 1.503 -1.645 4.121 0.042
H -0.240 -3.544 5.746 0.039
H -0.897 -2.177 4.928 0.071
Cl 1.381 2.294 6.091 0.588
C 1.441 3.870 5.313 -0.667
C 2.258 3.887 4.018 -0.665
Cl 3.957 3.622 4.379 0.589
H 1.836 4.605 6.011 0.071
H 0.420 4.147 5.045 0.049
H 2.094 4.783 3.425 0.072
H 1.956 2.995 3.465 0.031
Cl 4.772 -0.505 3.853 0.590
C 5.435 -1.855 2.882 -0.640
C 6.955 -1.674 2.789 -0.638
Cl 7.330 -0.439 1.543 0.550
H 5.036 -1.850 1.872 0.031
H 5.192 -2.746 3.457 0.056
H 7.419 -2.622 2.513 0.069
H 7.402 -1.381 3.735 0.063
Cl 2.713 4.064 -0.278 0.582
C 3.578 2.484 -0.305 -0.626
C 4.639 2.356 0.785 -0.658
Cl 5.997 3.435 0.381 0.546
H 4.076 2.449 -1.269 0.058
H 2.824 1.705 -0.222 0.018
H 5.029 1.340 0.708 0.033
H 4.341 2.543 1.813 0.023

9
Properties=species:S:1:pos:R:3:nbo_charge:R:1 method="wB97M-V/def2-TZVPD" homo_ev=-8.7 energy_ha=-246.75865 relative_energy_kj_mol=586.5 orbital_gap_ev=9.68 spin_multiplicity=1 total_charge=0
C -1.336 -0.017 0.256 -0.286
C 0.485 1.149 -0.467 -0.075
C -0.760 0.330 -1.053 -0.054
C -0.711 0.616 1.419 -0.030
C 0.230 -0.124 0.333 -0.053
N 0.396 1.290 0.953 -0.265
H -2.000 -0.715 0.519 0.239
H 1.314 1.586 -0.928 0.250
H 0.654 -1.032 0.554 0.274